Entry 1:
C36H36N6O5RhS2Te | ωB97M-V/def2-TZVPD

Geometry as XYZ:
```
87
Properties=species:S:1:pos:R:3:forces:R:3
Rh -0.7564 0.7434 -0.1422 -1.522 2.952 -0.939
N -0.9437 -0.2154 -4.5574 -0.046 0.009 -0.040
C -0.9526 -0.2548 -3.1676 -0.134 -0.022 0.177
S -1.8811 0.9646 -2.3675 0.496 -0.424 -0.063
N -0.2581 -1.2223 -2.6550 0.003 0.279 -0.361
N -0.1433 -1.2654 -1.2706 -0.180 0.729 0.307
C 0.0434 -2.4652 -0.9013 0.164 -0.902 0.506
C 0.3105 -3.0433 0.4143 -0.201 -0.077 -0.115
C 0.1968 -4.4286 0.5179 -0.058 -0.191 -0.026
C 0.4008 -5.1075 1.7070 -0.014 -0.084 -0.031
C 0.7315 -4.3760 2.8467 -0.022 0.002 -0.111
C 0.8628 -3.0071 2.7788 -0.012 0.075 -0.058
C 0.6754 -2.3023 1.5621 0.067 0.197 0.074
O 0.8351 -1.0244 1.4501 0.134 -0.084 0.093
H -1.7182 0.2988 -4.9385 -0.050 0.009 -0.078
H -0.7650 -1.1094 -4.9891 0.046 0.008 0.013
H -0.0183 -3.1914 -1.7125 0.117 -0.172 0.041
H -0.0779 -4.9835 -0.3755 0.033 0.001 0.031
H 0.2987 -6.1841 1.7525 -0.002 -0.019 -0.020
H 0.8873 -4.8828 3.7929 0.000 -0.002 0.006
H 1.1057 -2.4420 3.6687 0.025 0.045 0.047
O 2.8913 2.6040 -1.6683 0.559 0.005 -0.002
C 1.7464 2.9387 -1.4630 -0.623 0.355 -0.270
N 0.8694 2.2914 -0.6416 -0.241 -0.888 0.476
S -0.9099 4.2792 0.0313 -0.187 0.312 -0.332
O -1.7696 5.4962 0.1523 0.089 -0.278 0.077
O -1.7768 3.0676 -0.2217 -0.007 -0.762 0.194
C -0.1344 4.6463 -1.6773 0.279 -0.020 0.205
C -0.6895 5.7151 -2.3752 -0.065 -0.065 0.107
C -0.0465 6.2711 -3.4680 0.048 -0.038 0.004
C 1.1916 5.7800 -3.8689 0.046 -0.009 -0.132
C 1.7478 4.7042 -3.1998 0.043 -0.045 -0.053
C 1.0891 4.1159 -2.1220 -0.136 0.209 -0.048
H -1.6241 6.1268 -2.0034 0.116 -0.039 0.044
H -0.4880 7.1166 -3.9858 -0.020 -0.030 -0.020
H 1.7161 6.2325 -4.7052 -0.020 -0.026 0.041
H 2.7073 4.2929 -3.4921 -0.031 0.005 -0.014
C -2.1637 -0.5534 3.6215 -0.159 0.142 -0.038
C -1.3586 0.3819 2.7286 -0.054 0.362 0.206
O -0.4068 1.0555 3.2639 -0.319 -0.443 -0.055
N -1.7376 0.4578 1.4925 1.697 -0.442 -0.411
Te 1.9460 0.2880 2.9124 0.361 0.378 -0.405
C 3.2426 1.8181 3.8780 0.030 0.161 0.139
C 2.8514 2.1896 5.1800 -0.090 -0.155 -0.137
C 1.6005 1.6406 5.8507 0.222 -0.012 -0.136
C 3.6225 3.0897 5.9167 0.010 0.019 0.015
C 4.7746 3.6525 5.3965 0.044 0.017 0.035
C 5.6036 4.6283 6.1962 -0.060 -0.011 -0.059
C 5.1365 3.3119 4.0995 0.021 0.002 0.007
C 4.3989 2.4184 3.3249 -0.096 -0.078 0.056
C 4.8962 2.1635 1.9210 -0.103 0.013 0.079
C 3.6763 -0.8878 2.3019 0.043 -0.282 0.182
C 3.9936 -1.2480 0.9776 -0.067 0.129 0.021
C 3.3969 -0.5920 -0.2428 0.049 -0.027 0.056
C 4.9429 -2.2496 0.7625 0.054 0.026 -0.027
C 5.6045 -2.8916 1.7966 0.026 -0.035 -0.014
C 6.6046 -3.9905 1.5267 -0.080 0.071 0.038
C 5.3073 -2.5050 3.0947 0.011 0.017 -0.009
C 4.3540 -1.5265 3.3642 -0.086 0.094 -0.007
C 4.1192 -1.1841 4.8249 -0.034 0.057 -0.281
H -1.9013 -0.3687 4.6618 -0.036 0.008 0.044
H -1.9229 -1.5861 3.3605 0.018 0.007 0.013
H -3.2344 -0.4007 3.4687 0.053 -0.062 0.019
H 0.7501 1.5972 5.1715 -0.056 -0.013 -0.047
H 1.3205 2.2705 6.6965 0.049 0.004 0.006
H 1.7703 0.6287 6.2361 -0.016 0.023 -0.029
H 3.3032 3.3591 6.9215 0.010 -0.018 -0.054
H 5.3233 4.6107 7.2518 0.013 0.002 -0.052
H 5.4665 5.6502 5.8291 0.011 -0.045 0.029
H 6.6681 4.3927 6.1193 -0.034 0.017 0.013
H 6.0269 3.7636 3.6650 -0.062 -0.039 0.030
H 5.7906 2.7591 1.7199 -0.051 -0.043 0.054
H 4.1327 2.4241 1.1892 -0.048 -0.048 -0.008
H 5.1433 1.1128 1.7716 -0.002 -0.029 -0.012
H 3.4989 0.4924 -0.2145 0.008 -0.027 0.008
H 2.3335 -0.8065 -0.3314 -0.058 0.020 0.037
H 3.8942 -0.9542 -1.1442 0.005 -0.019 0.037
H 5.1677 -2.5303 -0.2647 -0.013 0.044 0.084
H 6.8688 -4.0277 0.4684 -0.002 -0.002 0.044
H 6.1935 -4.9654 1.8056 0.027 0.032 -0.021
H 7.5195 -3.8395 2.1060 -0.030 -0.020 -0.036
H 5.8212 -2.9835 3.9266 -0.044 0.030 -0.041
H 4.5695 -1.9399 5.4677 0.007 -0.028 -0.006
H 3.0558 -1.1306 5.0696 -0.031 -0.013 0.023
H 4.5532 -0.2134 5.0730 -0.020 0.002 0.005
N 1.8516 1.5529 1.4160 0.206 0.321 -0.736
C 1.0526 1.6243 0.4271 -0.017 -1.120 1.610
```
Forces are in eV/Å.

Computed properties:
* net charge: -2
* gap between HOMO and LUMO (spin up / spin down): 5.922 / 5.696 eV
* E_LUMO (spin up / spin down): 3.8 / 3.8 eV
* multiplicity: 2
* energy above the lowest of the compared OMol25 structures with the same formula, charge and spin: 608.9 kJ/mol
* <S²>: 0.806

Mulliken population analysis, charges in e, atoms 1 to 6: -0.35, -0.53, 0.51, -0.37, -1.16, 0.93



Entry 2:
C3H11NOS2 | ωB97M-V/def2-TZVPD

Geometry as XYZ:
```
18
Properties=species:S:1:pos:R:3:forces:R:3
N -2.1363 -0.2638 0.2627 0.287 -0.473 0.216
C -1.4840 -0.1058 -1.0262 -0.694 -0.330 -1.139
C -1.0525 1.3208 -1.3359 0.444 -0.042 -0.063
S -0.0147 2.1832 -0.0618 -1.379 0.423 -1.034
S 1.8180 1.5631 1.2214 1.234 -0.816 1.383
C 2.4664 0.2082 0.2034 -0.159 0.137 0.352
H -2.6404 0.5975 0.4361 -0.020 0.058 0.200
H -1.3927 -0.2777 0.9583 -0.198 0.258 0.034
H -2.2040 -0.3740 -1.8187 -0.236 0.109 0.161
H -0.7518 -0.9040 -1.1983 0.509 0.455 0.547
H -1.9653 1.8905 -1.5156 -0.241 0.255 0.250
H -0.5225 1.3749 -2.2808 0.196 -0.253 -0.290
H 3.0878 -0.4438 0.8139 0.329 0.199 0.053
H 3.0270 0.6548 -0.6113 0.079 -0.335 -0.311
H 1.6760 -0.4588 -0.1430 -0.201 0.265 -0.325
H 0.6633 -1.6010 2.4110 -0.119 -0.095 -0.438
H 0.4285 -2.8907 1.5178 -0.281 0.454 -0.009
O 0.9973 -2.4734 2.1671 0.452 -0.267 0.416
```
Forces are in eV/Å.

Computed properties:
* net charge: -1
* gap between HOMO and LUMO (spin up / spin down): 5.074 / 6.310 eV
* E_LUMO (spin up / spin down): 3.6 / 3.5 eV
* multiplicity: 2
* energy above the lowest of the compared OMol25 structures with the same formula, charge and spin: 56.0 kJ/mol
* <S²>: 0.755

Mulliken population analysis, charges in e, atoms 1 to 6: -0.67, -0.51, -0.79, -0.38, -0.37, -0.70



Entry 3:
C21H30DyN6OS2 | ωB97M-V/def2-TZVPD

Geometry as XYZ:
```
61
Properties=species:S:1:pos:R:3:forces:R:3
Dy -1.3087 -0.4271 0.9858 -0.635 0.839 -0.368
C -4.0834 2.8233 -1.3530 -0.083 0.064 0.055
C -3.2227 2.0894 -0.3801 -0.149 -0.104 -0.034
N -3.3897 0.8660 -0.0277 0.638 -0.226 0.336
N -4.4917 0.1762 -0.4344 -0.269 -0.196 -0.154
C -4.8432 -0.9561 0.2334 0.122 0.139 -0.078
N -6.0415 -1.4488 -0.0062 -0.017 0.029 -0.022
S -3.7896 -1.7529 1.2978 0.365 0.010 0.055
C -2.1434 2.8006 0.3503 0.108 0.208 0.061
C -2.0085 4.1756 0.2535 -0.067 -0.145 -0.050
C -1.0954 4.8317 1.0711 0.052 -0.027 0.055
C -0.3331 4.0869 1.9510 -0.032 0.094 -0.018
C -0.5073 2.7132 1.9723 -0.032 -0.055 0.048
N -1.3906 2.0725 1.2041 0.053 -0.216 -0.047
H -4.6117 2.1551 -2.0305 0.038 0.040 -0.044
H -3.4755 3.4864 -1.9659 -0.014 -0.006 -0.019
H -4.8202 3.4419 -0.8325 0.011 -0.008 0.005
H -5.1969 0.6537 -0.9795 -0.009 0.089 -0.004
H -6.7200 -0.9959 -0.6019 -0.007 -0.019 -0.007
H -6.3235 -2.3030 0.4512 -0.018 -0.027 0.010
H -2.6224 4.7436 -0.4294 0.002 0.004 0.005
H -0.9999 5.9083 1.0240 0.026 -0.004 -0.008
H 0.3831 4.5523 2.6134 -0.018 -0.008 0.016
H 0.0853 2.1043 2.6443 0.035 -0.008 -0.023
C -0.5526 -4.8531 0.0824 0.036 -0.136 0.194
C -0.5763 -3.3834 -0.0454 0.120 0.116 -0.196
O -0.8813 -2.6501 0.9154 -0.045 -0.321 0.038
C -0.2057 -2.6940 -1.2993 -0.035 0.143 -0.010
C 0.9439 -3.0568 -1.9876 -0.106 -0.109 0.157
C 1.3984 -2.2700 -3.0398 0.001 0.071 -0.072
C 0.6974 -1.1365 -3.4203 0.061 -0.016 -0.016
C -0.4821 -0.7932 -2.7692 -0.181 0.018 -0.009
C -0.9345 -1.5589 -1.7066 0.037 -0.121 0.039
H -1.1790 -5.1678 0.9152 -0.003 0.010 -0.018
H 0.4697 -5.1767 0.3134 0.023 0.041 -0.041
H -0.8453 -5.3461 -0.8425 -0.002 0.037 -0.026
H 1.4949 -3.9393 -1.6870 0.027 0.008 -0.045
H 2.2947 -2.5556 -3.5742 0.004 0.002 0.016
H 1.0475 -0.5372 -4.2501 -0.004 -0.013 -0.001
H -1.0665 0.0460 -3.1247 0.000 -0.005 -0.002
H -1.9530 -1.4002 -1.3363 -0.052 -0.025 0.079
C 5.1640 0.4192 -0.0428 0.192 -0.067 -0.067
N 3.7728 0.8433 0.1572 -0.072 -0.007 0.066
C 3.4162 2.0623 -0.5760 -0.100 0.069 -0.078
C 2.8515 0.1044 0.7744 -0.120 0.086 0.057
S 1.1960 0.3428 0.2308 0.109 -0.126 0.159
N 3.1698 -0.7320 1.7598 0.109 -0.076 -0.049
C 4.4014 -0.6130 2.5503 0.152 0.019 0.098
C 2.3091 -1.8038 2.2321 -0.064 -0.088 0.027
H 5.3901 0.5012 -1.1059 -0.059 0.013 0.000
H 5.3147 -0.6134 0.2492 -0.063 0.003 -0.006
H 5.8566 1.0620 0.5006 -0.029 -0.030 0.028
H 4.3313 2.6109 -0.7820 0.023 -0.020 0.058
H 2.7607 2.6909 0.0221 0.002 -0.015 -0.001
H 2.9262 1.8363 -1.5238 0.037 -0.057 0.006
H 4.8199 0.3846 2.4731 -0.022 0.018 -0.049
H 5.1428 -1.3531 2.2491 -0.003 0.032 0.023
H 4.1537 -0.7944 3.5951 -0.084 0.005 -0.016
H 1.4794 -1.9662 1.5561 -0.001 0.011 -0.119
H 1.9363 -1.5801 3.2342 -0.007 0.038 -0.001
H 2.8882 -2.7262 2.2927 0.019 0.025 0.006
```
Forces are in eV/Å.

Computed properties:
* net charge: +3
* gap between HOMO and LUMO (spin up / spin down): 5.628 / 8.006 eV
* E_LUMO (spin up / spin down): -11.5 / -9.1 eV
* multiplicity: 6
* energy above the lowest of the compared OMol25 structures with the same formula, charge and spin: 0.0 kJ/mol
* <S²>: 8.950

Mulliken population analysis, charges in e, atoms 1 to 6: 0.64, -1.90, 0.94, 0.18, -0.53, 0.62



Entry 4:
C34H46BrN4O12PS | ωB97M-V/def2-TZVPD

Geometry as XYZ:
```
99
Properties=species:S:1:pos:R:3:forces:R:3
C -3.7342 -3.8419 0.6539 -0.740 0.985 0.055
C -4.3236 -3.6260 -0.8965 0.538 -1.774 1.500
O -4.4674 -2.1885 -1.1805 1.244 -1.439 -1.766
C -3.6860 -1.7804 -2.3591 1.344 1.158 -0.625
C -2.1163 -1.3943 -1.9432 -0.419 -2.560 0.400
O -2.0885 -0.2583 -1.0149 2.317 0.552 -1.689
C -0.8072 0.4590 -1.0195 0.200 -0.453 1.562
C 0.4805 -0.5249 -0.8239 0.656 -1.535 0.426
C 0.3609 -1.5596 0.4737 1.414 0.234 -0.096
O -0.6892 1.1895 -2.2895 1.590 0.966 1.485
S 0.6540 2.2339 -2.3260 3.374 1.407 -8.401
O 1.8803 1.4705 -2.9271 -4.266 1.823 3.434
O 0.2973 3.3497 -3.3851 0.281 -3.723 4.877
C 1.0986 3.0404 -0.6992 -0.557 1.402 2.353
C 2.7004 3.3820 -0.5627 0.212 0.648 -1.589
C 3.0969 4.5419 -1.6924 2.942 0.002 -2.624
N 4.1436 4.4031 -2.5925 -4.466 0.540 3.922
C 0.4807 2.2507 0.6439 1.373 0.604 -0.944
C 0.4285 3.3900 1.8128 -0.438 0.874 -0.324
C 1.1539 3.0246 3.2248 -0.157 0.222 1.601
C 1.1052 1.4643 3.6953 0.819 -0.988 -0.709
C 2.7400 3.5033 3.3322 -1.129 -0.459 0.253
C -0.9475 1.6422 0.1552 -0.123 1.727 -1.184
P -2.1275 0.9652 1.4641 -0.392 -1.382 1.811
O -2.0153 1.7248 3.0205 -1.658 1.594 -2.368
Br -4.2570 1.5744 0.7711 1.183 0.235 0.244
H -4.4937 -4.4705 1.3272 1.834 1.213 -1.630
H -3.7138 -2.7526 1.1224 0.192 -2.312 -0.902
H -2.6612 -4.3101 0.6534 -2.124 0.888 0.082
H -5.3579 -4.2182 -0.9030 2.015 1.695 -0.424
H -3.5644 -4.1861 -1.6175 -1.726 1.439 1.209
H -3.6377 -2.6275 -3.1887 -0.129 1.693 1.789
H -4.1385 -0.7984 -2.8543 0.623 -2.171 1.298
H -1.4041 -1.3070 -2.8682 -1.606 0.313 1.621
H -1.7304 -2.3431 -1.3297 -0.731 1.924 -1.290
H 1.5178 0.0289 -0.6797 -2.489 -0.748 -0.533
H 0.6545 -1.2431 -1.7621 -0.589 1.963 1.823
H -0.0451 -1.0342 1.4379 0.474 -1.171 -1.939
H -0.1857 -2.5591 0.2000 0.754 2.153 0.701
H 1.4901 -1.8583 0.7216 -2.451 0.550 -0.506
H 0.5394 4.0953 -0.6949 0.944 -2.424 -0.525
H 2.9019 3.8743 0.4864 -0.593 -1.152 -2.013
H 3.3540 2.4247 -0.7306 -1.241 1.932 0.309
H 2.4721 5.5589 -1.7122 1.075 -2.397 0.283
H 4.2157 5.2450 -3.2083 -0.393 -0.638 0.829
H 1.3046 1.4725 0.9319 -1.904 1.097 -0.456
H 0.9592 4.3857 1.4199 -1.105 -2.165 0.745
H -0.7181 3.7021 1.9291 2.556 -0.755 0.067
H 0.5887 3.6517 4.0692 1.117 -1.286 -1.936
H 0.8263 1.3039 4.8225 0.437 0.504 -2.274
H 0.4163 0.7643 3.0277 1.268 1.620 1.526
H 2.2078 1.0322 3.5478 -2.356 0.776 0.384
H 2.7399 4.6720 3.2963 0.432 -2.209 -0.111
H 3.3530 2.9774 2.4861 -0.965 1.237 1.550
H 3.1643 3.1220 4.3762 -0.919 0.950 -2.292
H -1.5170 2.5315 -0.4032 1.251 -1.774 1.058
H -2.6749 2.5003 3.0629 1.500 -1.495 0.009
C -7.3114 -0.1171 -3.1332 -0.147 -0.109 -0.024
C -8.5233 0.4170 -3.5739 0.020 -0.385 0.097
C -9.6479 -0.4022 -3.6908 0.026 -0.068 0.035
C -9.5482 -1.7602 -3.3578 0.794 0.600 0.090
C -8.3309 -2.3006 -2.9225 -0.071 0.099 -0.035
C -7.2124 -1.4721 -2.8123 -0.313 0.092 -0.184
N -10.7332 -2.6210 -3.4542 -1.144 -0.770 -0.110
O -11.7869 -2.1097 -3.8614 1.540 -0.785 0.600
O -10.6132 -3.8082 -3.1191 -0.197 1.697 -0.498
H -6.4388 0.5268 -3.0383 -0.167 -0.120 -0.012
H -8.5922 1.4736 -3.8236 -0.043 -0.240 0.036
H -10.5851 0.0293 -4.0356 0.144 -0.316 0.119
H -8.2382 -3.3538 -2.6655 -0.245 0.251 -0.111
H -6.2637 -1.8815 -2.4724 -0.328 0.075 0.005
C 0.0852 -7.2323 3.7474 0.081 0.099 -0.022
C 0.0644 -6.1578 4.6380 0.259 0.010 -0.317
C 0.9247 -5.0746 4.4481 0.030 -0.017 -0.078
C 1.8025 -5.0758 3.3552 -0.643 -0.780 0.158
C 1.8308 -6.1566 2.4640 -0.028 0.041 0.036
C 0.9678 -7.2355 2.6659 -0.011 0.332 0.258
N 2.6913 -3.9285 3.1357 0.838 1.120 -0.145
O 2.6499 -3.0004 3.9570 0.062 -1.355 -1.247
O 3.4289 -3.9517 2.1400 -1.067 0.066 1.414
H -0.5914 -8.0720 3.8964 0.150 0.173 -0.026
H -0.6253 -6.1632 5.4794 0.179 0.051 -0.170
H 0.8962 -4.2449 5.1510 0.164 -0.107 -0.307
H 2.5105 -6.1728 1.6145 -0.100 0.209 0.285
H 0.9801 -8.0780 1.9778 0.044 0.208 0.123
C 9.1665 3.7688 -2.7433 -0.076 -0.016 0.156
C 10.0914 3.7962 -1.6983 -0.380 -0.049 0.125
C 9.6605 3.6501 -0.3783 -0.037 -0.013 -0.013
C 8.2953 3.4718 -0.1154 0.322 0.101 -0.992
C 7.3637 3.4516 -1.1619 0.045 -0.024 0.091
C 7.8063 3.6016 -2.4777 0.269 0.012 0.251
N 7.8389 3.2922 1.2681 -0.303 -0.150 1.259
O 8.6914 3.3351 2.1676 -1.320 -0.066 -1.298
O 6.6286 3.1039 1.4571 1.654 0.276 -0.194
H 9.5079 3.8774 -3.7713 -0.073 -0.017 0.213
H 11.1497 3.9284 -1.9132 -0.220 -0.028 0.109
H 10.3938 3.6736 0.4248 -0.352 -0.046 -0.064
H 6.3007 3.3190 -0.9718 0.296 0.046 0.066
H 7.0913 3.5843 -3.2973 0.053 -0.010 0.266
```
Forces are in eV/Å.

Computed properties:
* gap between HOMO and LUMO: 8.145 eV
* E_LUMO: -0.9 eV
* SMILES string: [H]/N=C/C[C@@H]1[C@@H](CC(C)C)[C@H](P(O)Br)[C@@](CC)(OCCOCC)OS1(=O)=O.O=[N+]([O-])c1ccccc1.O=[N+]([O-])c1ccccc1.O=[N+]([O-])c1ccccc1
* multiplicity: 1

Mulliken population analysis, charges in e, atoms 1 to 6: -0.70, -0.25, -0.30, -0.50, -0.32, 0.04



Which value of multiplicity does entry 2 give? 2



Which of these has the highest multiplicity? C21H30DyN6OS2



Among the records above, which one has the lowest multiplicity? C34H46BrN4O12PS